# C3H2LiO3Tl

A structure of composition C3H2LiO3Tl in a non-equilibrium geometry (ωB97M-V/def2-TZVPD, the Open Molecules 2025 dataset).

```
! RIJCOSX wB97M-V def2-TZVPD def2/J DEFGRID3
* xyz 0 1
Tl -1.2567 -4.1160 -2.9387
O 1.1814 -1.4875 -2.8092
O 0.1880 1.9720 -2.5515
O -0.6545 -0.7886 -1.7749
C 0.0457 -1.7816 -2.3907
C 0.5922 1.5386 -1.3420
C -0.0619 0.3565 -1.2077
Li 1.5700 0.2539 -3.3710
H 0.6456 2.2307 -0.4900
H -1.1150 1.1728 -1.7631
*
```

Output
**Total energy**: -520.966714 hartree
**Energy relative to the best compared isomer or geometry (same formula, charge and spin)**: 7.3054 eV



# C3H2MgNaO3

A structure of composition C3H2MgNaO3 in a non-equilibrium geometry (ωB97M-V/def2-TZVPD, the Open Molecules 2025 dataset).

```
! RIJCOSX wB97M-V def2-TZVPD def2/J DEFGRID3
* xyz 0 2
Mg -0.4020 0.2905 -0.7735
Na -1.4027 3.8782 -1.3789
O 1.3328 0.5163 0.1104
O -0.2192 -1.6593 -0.6962
O -2.7496 1.5971 0.7571
C -2.2893 1.4682 -0.3430
C 1.5807 -0.6172 0.5291
C 0.7132 -1.8198 0.0937
H 1.0047 -2.7675 0.5463
H 2.4315 -0.8865 1.1549
*
```

Output
**Total energy**: -703.521849 hartree
**Energy relative to the best compared isomer or geometry (same formula, charge and spin)**: 0.3668 eV



# C3H2MgO3Tl

A structure of composition C3H2MgO3Tl in a non-equilibrium geometry (ωB97M-V/def2-TZVPD, the Open Molecules 2025 dataset).

```
! RIJCOSX wB97M-V def2-TZVPD def2/J DEFGRID3
* xyz 0 2
Tl 4.0581 1.6759 1.5469
Mg -3.3404 -0.8009 -2.7860
O -1.5187 -1.4356 -1.9543
O -0.8787 0.1836 -0.5646
O 2.3898 0.1079 0.6186
C 1.1014 0.0770 0.7208
C 0.2587 -0.5468 -0.1649
C -1.7559 -0.3148 -1.4221
H 0.5176 -1.4157 -0.7684
H 0.6088 -0.5506 1.6040
*
```

Output
**Total energy**: -713.572506 hartree
**Energy relative to the best compared isomer or geometry (same formula, charge and spin)**: 3.4229 eV



# C3H2N2

A structure of composition C3H2N2 in a non-equilibrium geometry (ωB97M-V/def2-TZVPD, the Open Molecules 2025 dataset).

```
! RIJCOSX wB97M-V def2-TZVPD def2/J DEFGRID3
* xyz 0 1
N -1.5461 -0.5849 -0.0117
N -0.4093 -1.1139 0.0175
C -1.1363 0.6444 0.0047
C 0.0086 1.3851 0.0263
C 0.6728 -0.0132 0.0057
H 1.3879 -0.0195 0.8741
H 1.0222 -0.2980 -0.9166
*
```

Output
**Total energy**: -224.763293 hartree
**Energy relative to the best compared isomer or geometry (same formula, charge and spin)**: 6.3646 eV



# C3H2N2

The molecule C3H2N2 in a non-equilibrium geometry (ωB97M-V/def2-TZVPD, the Open Molecules 2025 dataset).

```
! RIJCOSX wB97M-V def2-TZVPD def2/J DEFGRID3
* xyz 0 1
N 1.6530 0.6068 -1.1645
N 0.1299 -0.0112 0.2551
C 0.3403 0.6711 -0.6701
C 1.7397 -0.2602 -1.9818
C -1.0716 -0.1566 0.9662
H -1.1603 0.0311 2.1133
H -1.6310 -0.8810 0.4818
*
```

Output
**Total energy**: -224.789897 hartree
**Energy relative to the best compared isomer or geometry (same formula, charge and spin)**: 5.6407 eV



# C3H2N2O

The molecule C3H2N2O in a non-equilibrium geometry (ωB97M-V/def2-TZVPD, the Open Molecules 2025 dataset).

```
! RIJCOSX wB97M-V def2-TZVPD def2/J DEFGRID3
* xyz 0 1
O -2.1201 0.0998 -0.0268
N -1.6771 -1.1105 -0.0186
N -1.2566 1.1574 -0.0111
C -0.0635 0.6216 0.0402
C 0.0167 -0.7402 0.0365
C 1.3076 -0.0228 0.0028
H 1.8748 0.0240 -0.9231
H 1.9183 -0.0294 0.9001
*
```

Output
**Total energy**: -299.954697 hartree
**Energy relative to the best compared isomer or geometry (same formula, charge and spin)**: 7.5298 eV
**SMILES string**: C1c2nonc21



# C3H2N2O

The molecule C3H2N2O in a non-equilibrium geometry (ωB97M-V/def2-TZVPD, the Open Molecules 2025 dataset).

```
! RIJCOSX wB97M-V def2-TZVPD def2/J DEFGRID3
* xyz 0 1
O 0.7263 -1.1425 0.5187
N 1.0693 1.7631 1.1340
N -2.3792 -0.0451 -0.9755
C 0.1997 -0.1406 -0.3866
C -1.2591 -0.0975 -0.6986
C 0.6492 1.0134 0.3699
H 0.2910 -1.1205 1.3951
H 0.7087 -0.2292 -1.3661
*
```

Output
**Total energy**: -300.206794 hartree
**Energy relative to the best compared isomer or geometry (same formula, charge and spin)**: 0.6699 eV
**SMILES string**: N#CC(O)C#N



# C3H2N2O

The molecule C3H2N2O in a non-equilibrium geometry (ωB97M-V/def2-TZVPD, the Open Molecules 2025 dataset).

```
! RIJCOSX wB97M-V def2-TZVPD def2/J DEFGRID3
* xyz 0 1
O -1.1821 -0.0391 -1.5710
N -0.4854 1.0254 0.4872
N 0.6095 -0.9563 -0.3892
C 1.1176 -0.6196 0.7173
C 0.3719 0.5759 1.3023
C -0.4668 0.0319 -0.6108
H 0.4909 1.0272 2.2831
H 1.9606 -1.1282 1.1459
*
```

Output
**Total energy**: -300.229033 hartree
**Energy relative to the best compared isomer or geometry (same formula, charge and spin)**: 0.0647 eV
**SMILES string**: O=C1N=CC=N1



# C3H2N2O

The molecule C3H2N2O in a non-equilibrium geometry (ωB97M-V/def2-TZVPD, the Open Molecules 2025 dataset).

```
! RIJCOSX wB97M-V def2-TZVPD def2/J DEFGRID3
* xyz 0 1
O 1.6942 1.2557 -0.1599
N -1.7211 0.8339 0.2222
N 1.2567 -1.1240 -0.0855
C 1.0843 0.2192 0.0590
C -1.0566 -0.1571 0.2527
C 0.0991 -0.6306 0.6803
H -2.6562 1.2009 0.0296
H 1.2997 -1.5980 -0.9985
*
```

Output
**Total energy**: -300.083466 hartree
**Energy relative to the best compared isomer or geometry (same formula, charge and spin)**: 4.0258 eV
**SMILES string**: N=C=C1NC1=O



# C3H2N2O

The molecule C3H2N2O in a non-equilibrium geometry (ωB97M-V/def2-TZVPD, the Open Molecules 2025 dataset).

```
! RIJCOSX wB97M-V def2-TZVPD def2/J DEFGRID3
* xyz 0 3
O -1.7663 1.0234 2.4189
N -0.6820 -0.0330 0.6178
N 1.1552 -1.2841 -0.6770
C -0.0419 -0.3426 -0.5940
C -1.2641 0.5380 1.4917
C 1.2990 -0.0451 -0.8558
H 2.0284 0.5575 -1.0423
H -0.7283 -0.4140 -1.3595
*
```

Output
**Total energy**: -300.014130 hartree
**Energy relative to the best compared isomer or geometry (same formula, charge and spin)**: 2.9564 eV



# C3H2N2O2

The molecule C3H2N2O2 (ωB97M-V/def2-TZVPD, the Open Molecules 2025 dataset).

```
! RIJCOSX wB97M-V def2-TZVPD def2/J DEFGRID3
* xyz 0 1
O -2.9570 -0.3915 -0.1421
O -0.4050 -1.5321 0.2113
N 0.3929 0.5924 -0.0945
N 2.6331 -0.3650 -0.0062
C -0.6104 -0.3528 0.0717
C -1.9695 0.2844 -0.1066
C 1.5270 0.1017 -0.0302
H -1.9416 1.3858 -0.2588
H 3.3304 0.2770 0.3555
*
```

Output
**Total energy**: -375.458504 hartree
**Energy relative to the best compared isomer or geometry (same formula, charge and spin)**: 1.4428 eV
**SMILES string**: N=C=NC(=O)C=O



# C3H2N2O2

A cluster of 2 separate species, C3H2N2O2 in total in a non-equilibrium geometry (ωB97M-V/def2-TZVPD, the Open Molecules 2025 dataset).

```
! RIJCOSX wB97M-V def2-TZVPD def2/J DEFGRID3
* xyz 0 1
O 2.9531 -1.2017 -0.6041
O -1.4815 -1.3719 -1.1779
N -2.1488 -0.2327 0.7129
N 0.4756 1.4461 -0.2282
C -1.7056 -0.6897 -0.2899
C 2.2447 -0.2545 -0.4751
C 1.4189 0.6187 -0.0689
H -1.6978 0.1131 1.5231
H -0.0586 1.5727 0.6082
*
```

Output
**Total energy**: -375.398771 hartree
**Energy relative to the best compared isomer or geometry (same formula, charge and spin)**: 3.0682 eV
**SMILES string**: N=C=C=O.N=C=O